# 1
C47H45GeN5O3Ru as an isolated structure, computed with ωB97M-V with the def2-TZVPD basis set.

Geometry as XYZ:
```
102
Properties=species:S:1:pos:R:3:lowdin_charge:R:1
Ru 0.059 -0.539 0.384 1.176
C 1.422 -1.343 -3.100 -0.041
C 1.836 0.097 -3.002 -0.219
C 1.935 0.862 -4.159 -0.070
C 2.290 2.200 -4.105 -0.085
C 2.573 2.774 -2.878 -0.052
C 2.507 2.034 -1.701 -0.200
C 2.868 2.689 -0.399 -0.023
C 2.117 0.688 -1.764 -0.198
N 1.924 -0.027 -0.545 -0.003
C 2.978 -0.152 0.272 -0.523
O 4.173 -0.012 -0.003 0.026
C 2.591 -0.527 1.681 -0.154
C 3.449 -0.617 2.762 0.025
C 2.921 -0.954 3.999 -0.028
C 1.566 -1.231 4.136 0.026
C 0.760 -1.144 3.018 -0.144
N 1.294 -0.777 1.849 -0.021
C -0.692 -1.569 2.935 -0.492
O -1.287 -1.899 3.952 0.048
N -1.124 -1.618 1.651 -0.044
C -2.192 -2.449 1.260 -0.189
C -2.298 -3.763 1.744 -0.194
C -1.270 -4.368 2.660 -0.043
C -3.357 -4.557 1.313 -0.055
C -4.274 -4.099 0.384 -0.087
C -4.107 -2.832 -0.152 -0.056
C -3.076 -2.003 0.268 -0.196
C -2.961 -0.641 -0.367 -0.038
H 1.259 -1.624 -4.140 0.079
H 0.506 -1.543 -2.543 0.051
H 2.185 -2.003 -2.684 0.053
H 1.720 0.395 -5.114 0.107
H 2.348 2.788 -5.012 0.101
H 2.856 3.819 -2.819 0.109
H 2.845 3.774 -0.497 0.075
H 3.865 2.378 -0.080 0.085
H 2.172 2.412 0.395 0.061
H 4.500 -0.419 2.604 0.124
H 3.570 -1.015 4.863 0.113
H 1.118 -1.525 5.075 0.125
H -0.267 -4.014 2.406 0.069
H -1.283 -5.453 2.561 0.077
H -1.444 -4.103 3.703 0.079
H -3.442 -5.564 1.704 0.108
H -5.089 -4.731 0.057 0.099
H -4.786 -2.473 -0.917 0.108
H -3.537 -0.602 -1.291 0.087
H -1.942 -0.342 -0.658 0.030
H -3.323 0.154 0.287 0.068
N 0.676 -2.705 -0.364 0.153
C 1.707 -3.205 -0.204 -0.250
N 2.882 -3.762 -0.004 -0.062
C 4.050 -3.260 -0.757 -0.098
C 4.325 -4.189 -1.922 -0.177
O 4.476 -5.528 -1.474 -0.122
C 3.293 -6.004 -0.863 -0.186
C 2.955 -5.181 0.369 -0.102
H 4.899 -3.247 -0.073 0.138
H 3.866 -2.235 -1.077 0.108
H 5.253 -3.915 -2.421 0.134
H 3.504 -4.130 -2.649 0.126
H 3.471 -7.044 -0.593 0.130
H 2.457 -5.962 -1.575 0.132
H 3.740 -5.290 1.119 0.133
H 2.004 -5.485 0.805 0.131
C -0.213 1.183 0.857 -0.299
Ge -1.465 2.562 0.205 0.945
C -0.454 4.230 0.197 -0.279
C -0.130 4.865 -1.000 -0.103
C 0.644 6.018 -1.002 -0.090
C 1.104 6.549 0.195 -0.093
C 0.783 5.928 1.396 -0.087
C 0.008 4.777 1.395 -0.111
C -2.170 2.228 -1.575 -0.303
C -3.539 2.287 -1.831 -0.113
C -4.030 2.023 -3.103 -0.086
C -3.156 1.692 -4.131 -0.085
C -1.791 1.637 -3.887 -0.071
C -1.300 1.910 -2.617 -0.107
C -2.835 2.588 1.591 -0.283
C -3.667 3.695 1.761 -0.109
C -4.629 3.708 2.762 -0.088
C -4.760 2.618 3.612 -0.087
C -3.931 1.516 3.462 -0.069
C -2.973 1.502 2.457 -0.110
H 0.384 1.643 1.665 0.012
H -0.481 4.458 -1.942 0.094
H 0.888 6.503 -1.940 0.103
H 1.708 7.447 0.194 0.101
H 1.134 6.343 2.332 0.101
H -0.248 4.309 2.340 0.103
H -4.231 2.525 -1.031 0.101
H -5.096 2.069 -3.290 0.102
H -3.540 1.480 -5.121 0.101
H -1.098 1.387 -4.682 0.099
H -0.229 1.874 -2.447 0.083
H -3.562 4.560 1.113 0.104
H -5.272 4.571 2.882 0.101
H -5.508 2.630 4.395 0.101
H -4.025 0.665 4.126 0.108
H -2.332 0.633 2.348 0.074
```

## Properties
lowest unoccupied orbital energy = -0.137 eV
electronic energy = -4489.3199 Eh
orbital gap = 7.56 eV

# 2
C47H46BrF4GeN9OPPbS2 as an isolated structure, computed with ωB97M-V with the def2-TZVPD basis set.

Geometry as XYZ:
```
113
Properties=species:S:1:pos:R:3:lowdin_charge:R:1
Pb 11.440 16.502 12.360 1.190
S 13.513 15.295 10.721 0.470
C 13.949 16.815 10.002 -0.986
S 13.615 18.358 10.936 0.483
C 14.230 16.718 8.643 -0.414
C 14.885 17.721 7.935 -0.222
N 15.486 18.483 7.253 0.177
C 13.967 15.556 7.925 -0.267
N 13.681 14.554 7.355 0.177
N 9.005 18.870 8.932 0.036
C 9.773 19.201 10.017 -0.108
N 9.656 18.228 10.940 0.039
C 8.815 17.302 10.336 -0.323
N 8.449 17.668 9.094 0.129
C 8.240 16.151 10.956 -0.227
C 7.184 15.530 10.291 -0.046
N 6.567 14.508 10.849 0.101
C 6.952 14.047 12.034 -0.078
C 7.992 14.684 12.735 -0.131
N 8.569 15.744 12.193 0.042
H 8.842 19.503 8.152 0.172
H 10.304 20.139 10.213 0.135
H 6.915 15.780 9.315 0.102
H 6.338 13.235 12.482 0.127
H 8.325 14.473 13.728 0.074
C 15.360 17.033 14.996 -0.005
C 15.030 18.122 15.816 -0.017
C 13.756 18.737 15.761 0.040
C 12.741 18.034 15.007 -0.193
N 13.123 17.041 14.141 -0.038
C 14.388 16.633 14.084 -0.133
C 11.355 18.466 15.125 -0.247
C 11.022 19.491 16.023 0.016
C 9.716 20.015 15.940 -0.027
C 8.774 19.513 15.047 -0.030
C 9.194 18.444 14.250 -0.100
N 10.428 17.849 14.381 0.007
H 16.370 16.649 15.018 0.120
H 15.754 18.452 16.513 0.102
H 13.334 19.475 16.441 0.092
H 14.524 15.815 13.409 0.063
H 11.693 19.847 16.781 0.100
H 9.442 20.858 16.548 0.112
H 7.798 19.992 14.936 0.119
H 8.536 17.882 13.636 0.075
F 10.675 8.064 13.165 0.130
C 10.926 9.207 13.837 -0.100
C 11.394 9.232 15.163 -0.100
F 11.623 8.070 15.778 0.133
C 11.585 10.467 15.810 -0.218
F 12.073 10.524 17.062 0.082
C 11.370 11.629 15.146 -0.335
P 11.085 13.152 16.077 1.056
C 9.641 12.767 16.996 -0.397
C 8.460 13.545 16.746 -0.107
C 7.295 13.257 17.421 -0.094
C 7.254 12.273 18.440 -0.048
C 8.440 11.549 18.705 -0.059
C 9.622 11.832 18.036 -0.081
C 12.348 13.319 17.369 -0.374
C 13.611 12.636 17.365 -0.074
C 14.410 12.701 18.498 -0.075
C 14.026 13.399 19.656 -0.068
C 12.828 14.103 19.606 -0.078
C 12.015 14.051 18.484 -0.129
C 11.116 11.592 13.755 -0.565
Br 11.145 13.159 12.718 0.788
C 10.863 10.391 13.101 -0.225
F 10.588 10.315 11.767 0.074
H 8.500 14.310 15.939 0.081
H 6.409 13.918 17.193 0.121
H 6.419 12.116 19.107 0.103
H 8.388 10.653 19.300 0.106
H 10.552 11.478 18.428 0.102
H 13.841 12.005 16.497 0.104
H 15.351 12.194 18.530 0.098
H 14.641 13.353 20.507 0.090
H 12.563 14.699 20.487 0.111
H 11.124 14.657 18.414 0.104
C 16.317 12.132 13.329 -0.099
O 15.724 13.502 13.245 -0.191
H 17.086 12.194 14.110 0.076
H 16.735 11.828 12.373 0.072
H 15.462 11.466 13.681 0.086
H 15.094 13.479 12.502 0.024
C 18.464 20.917 12.607 -0.129
C 18.538 19.443 12.272 -0.282
C 18.320 19.159 10.797 -0.292
C 16.902 18.869 10.457 -0.327
Ge 15.275 19.999 10.910 0.782
C 14.595 21.472 9.734 -0.366
C 15.156 22.809 10.166 -0.326
C 14.778 24.019 9.231 -0.288
C 14.905 23.762 7.750 -0.143
H 18.701 21.067 13.658 0.062
H 17.418 21.297 12.571 0.037
H 19.210 21.571 12.037 0.107
H 17.717 18.886 12.783 0.101
H 19.462 19.030 12.700 0.110
H 18.944 18.396 10.353 0.114
H 18.609 20.058 10.244 0.108
H 16.620 17.886 10.787 0.048
H 16.779 18.883 9.325 0.058
H 15.199 20.623 12.331 -0.029
H 13.479 21.500 9.732 0.072
H 14.939 21.265 8.679 0.067
H 16.250 22.737 10.247 0.096
H 14.900 23.147 11.187 0.100
H 15.413 24.892 9.465 0.106
H 13.703 24.245 9.501 0.116
H 16.000 23.612 7.512 0.094
H 14.494 24.666 7.192 0.091
H 14.285 22.839 7.477 0.080
```

## Properties
lowest unoccupied orbital energy = -3.571 eV
electronic energy = -8767.2556 Eh
orbital gap = 6.52 eV
total charge = +1